C8H11NOP | ωB97M-V/def2-TZVPD

Each line ends with the Löwdin charge.
Cartesian coordinates (Å):
1 C -0.686 -0.445 1.721  0.071
2 C -1.072 -0.605 -0.689  0.056
3 C 0.617 0.015 1.457  0.039
4 C 0.140 0.042 -0.855  -0.071
5 C -1.520 -0.867 0.626  -0.089
6 C 2.885 1.939 -2.593  -0.327
7 C -2.956 -1.312 0.904  -0.194
8 C 2.153 0.987 -0.156  -0.361
9 N 0.899 0.359 0.173  -0.168
10 O -3.108 -1.675 2.254  -0.063
11 P 1.860 2.388 -1.331  0.898
12 H -1.004 -0.816 2.708  0.134
13 H -1.578 -1.061 -1.487  0.120
14 H 1.550 0.037 2.082  0.166
15 H 0.524 0.319 -1.833  0.109
16 H 3.014 2.810 -3.356  0.044
17 H 3.445 1.020 -2.623  -0.033
18 H -3.510 -0.423 0.747  0.127
19 H -3.459 -2.101 0.360  0.140
20 H 2.774 1.113 0.667  0.038
21 H 3.125 -0.016 -1.143  0.232
22 H -4.092 -1.709 2.366  0.132

The net charge is +1. For the molar mass, the calculation gives 168.2 Da. As for the HOMO-LUMO gap: 8.53 eV. The energy above the lowest of the compared OMol25 structures with the same formula, charge and spin comes out at 503.31 kJ/mol.

C29H33N3O5 | ωB97M-V/def2-TZVPD

Each line ends with the Löwdin charge.
Cartesian coordinates (Å):
1 C 9.486 0.156 0.529  -0.087
2 O 8.279 0.816 0.828  -0.079
3 C 7.107 0.177 0.579  -0.272
4 C 5.947 0.890 0.892  0.007
5 C 4.702 0.335 0.694  -0.027
6 C 4.580 -0.952 0.169  -0.139
7 C 3.280 -1.629 -0.095  -0.432
8 O 3.152 -2.500 -0.929  0.069
9 N 2.257 -1.205 0.710  0.055
10 N 1.005 -1.664 0.575  0.090
11 C 0.086 -1.126 1.270  -0.102
12 C -1.300 -1.493 1.111  -0.203
13 C -1.688 -2.606 0.370  -0.014
14 C -3.025 -2.877 0.161  -0.007
15 C -4.006 -2.004 0.627  -0.239
16 O -5.344 -2.175 0.414  -0.098
17 C -5.780 -3.324 -0.269  -0.080
18 C -3.630 -0.861 1.353  -0.119
19 C -4.651 0.188 1.729  -0.109
20 N -4.719 1.332 0.831  -0.124
21 C -5.094 1.028 -0.532  -0.153
22 C -3.954 0.517 -1.438  -0.090
23 C -2.587 0.957 -0.991  -0.162
24 C -1.470 0.450 -1.646  0.043
25 C -0.181 0.784 -1.263  -0.208
26 O 0.946 0.247 -1.813  -0.102
27 C 0.810 -0.897 -2.626  -0.072
28 C -0.012 1.715 -0.221  -0.221
29 O 1.225 2.115 0.245  -0.103
30 C 2.140 2.585 -0.727  -0.079
31 C -1.126 2.200 0.438  0.046
32 C -2.412 1.807 0.090  -0.162
33 C -3.604 2.263 0.899  -0.314
34 C -4.048 3.664 0.451  -0.030
35 C -2.292 -0.661 1.630  0.013
36 C 5.738 -1.646 -0.166  -0.006
37 C 6.991 -1.102 0.041  -0.007
38 H 9.592 -0.768 1.106  0.096
39 H 9.566 -0.070 -0.539  0.096
40 H 10.277 0.848 0.810  0.093
41 H 6.055 1.886 1.291  0.119
42 H 3.830 0.929 0.923  0.095
43 H 2.419 -0.439 1.366  0.137
44 H 0.303 -0.304 1.966  0.136
45 H -0.926 -3.255 -0.032  0.115
46 H -3.297 -3.761 -0.395  0.104
47 H -5.487 -4.240 0.253  0.098
48 H -6.867 -3.256 -0.292  0.095
49 H -5.401 -3.354 -1.296  0.096
50 H -4.431 0.574 2.729  0.128
51 H -5.645 -0.264 1.743  0.123
52 H -5.508 1.947 -0.958  0.111
53 H -5.895 0.288 -0.501  0.119
54 H -4.126 0.872 -2.459  0.123
55 H -3.962 -0.574 -1.477  0.104
56 H -1.624 -0.246 -2.456  0.120
57 H 1.819 -1.285 -2.760  0.087
58 H 0.204 -1.658 -2.128  0.090
59 H 0.378 -0.646 -3.600  0.095
60 H 2.548 1.770 -1.329  0.084
61 H 2.942 3.073 -0.172  0.088
62 H 1.664 3.316 -1.388  0.101
63 H -0.970 2.876 1.266  0.135
64 H -3.312 2.337 1.953  0.144
65 H -3.286 4.390 0.725  0.077
66 H -4.983 3.927 0.939  0.082
67 H -4.183 3.706 -0.626  0.077
68 H -2.002 0.190 2.229  0.124
69 H 5.637 -2.633 -0.591  0.121
70 H 7.864 -1.677 -0.223  0.104

As for the SMILES: COc1ccc(C(=O)N/N=C/c2ccc(OC)c(CN3CCc4cc(OC)c(OC)cc4[C@H]3C)c2)cc1. For the molar mass, the calculation gives 503.6 Da. As for the HOMO-LUMO gap: 8.26 eV. The energy above the lowest of the compared OMol25 structures with the same formula, charge and spin comes out at 422.60 kJ/mol.

CH3BrClN | ωB97M-V/def2-TZVPD

Each line ends with the Löwdin charge.
Cartesian coordinates (Å):
1 C -0.298 0.092 0.980  -0.486
2 N -0.306 -1.135 -1.060  -0.512
3 Cl 0.241 -1.161 1.956  0.540
4 Br -0.441 -2.987 -0.622  0.440
5 H -1.264 0.460 1.049  0.002
6 H 0.552 0.760 0.866  0.017
7 H 0.757 -0.989 -1.344  0.000

For the molar mass, the calculation gives 144.4 Da. As for the HOMO-LUMO gap (alpha / beta): 7.99 / 8.93 eV. The energy above the lowest of the compared OMol25 structures with the same formula, charge and spin comes out at 411.47 kJ/mol.

C17H14F4N3O5V | ωB97M-V/def2-TZVPD

Each line ends with the Löwdin charge.
Cartesian coordinates (Å):
1 V 0.112 -0.109 0.040  1.178
2 O -0.408 -6.190 0.427  0.132
3 C -0.354 -4.862 0.360  -0.250
4 C -1.463 -4.039 0.600  0.114
5 C -1.277 -2.683 0.496  -0.142
6 N -0.101 -2.172 0.169  0.038
7 C 0.970 -2.936 -0.026  -0.136
8 C 0.897 -4.300 0.050  0.126
9 C 2.167 -2.053 -0.289  -0.463
10 O 3.256 -2.435 -0.571  0.196
11 O 1.813 -0.756 -0.135  -0.130
12 C -2.271 -1.563 0.721  -0.486
13 O -3.434 -1.736 0.918  0.176
14 O -1.651 -0.377 0.655  -0.121
15 H -1.290 -6.505 0.663  0.138
16 H -2.432 -4.439 0.871  0.147
17 H 1.763 -4.928 -0.106  0.153
18 C 0.838 0.920 -2.579  -0.024
19 N -0.345 0.313 -1.911  -0.337
20 C -0.827 -0.837 -2.708  -0.026
21 C -1.433 1.331 -1.760  -0.127
22 C -1.192 2.241 -0.532  -0.141
23 N -0.070 1.720 0.270  -0.105
24 C 0.487 2.547 1.262  -0.125
25 C 1.875 2.630 1.375  -0.146
26 F 2.640 1.938 0.524  0.109
27 C 2.469 3.428 2.333  -0.202
28 F 3.797 3.479 2.392  0.126
29 C 1.702 4.166 3.211  0.109
30 C 0.327 4.088 3.114  -0.201
31 F -0.445 4.773 3.952  0.126
32 C -0.276 3.290 2.160  -0.141
33 F -1.610 3.211 2.127  0.121
34 H 0.559 1.216 -3.592  0.112
35 H 1.649 0.197 -2.619  0.102
36 H 1.171 1.791 -2.021  0.101
37 H -1.141 -0.494 -3.696  0.114
38 H -1.674 -1.304 -2.209  0.099
39 H -0.023 -1.562 -2.825  0.106
40 H -2.367 0.789 -1.637  0.126
41 H -1.493 1.913 -2.681  0.138
42 H -2.099 2.241 0.072  0.123
43 H -0.986 3.271 -0.826  0.141
44 H 2.167 4.789 3.963  0.152

The spin multiplicity is 2. As for the expectation value of S²: 0.820. The net charge is +1. For the molar mass, the calculation gives 467.3 Da. As for the HOMO-LUMO gap (alpha / beta): 7.01 / 7.81 eV. The energy above the lowest of the compared OMol25 structures with the same formula, charge and spin comes out at 0.00 kJ/mol.

C4H7N3O | ωB97M-V/def2-TZVPD

Each line ends with the Löwdin charge.
Cartesian coordinates (Å):
1 H -1.238 -1.777 1.914  0.074
2 N -1.257 -1.896 0.871  0.120
3 C -0.355 -1.140 0.413  -0.440
4 N 0.361 -1.320 -0.756  0.007
5 N 0.831 -0.135 -1.312  -0.023
6 C -0.154 0.843 -0.664  -0.153
7 C -0.298 1.772 0.513  0.043
8 C 0.059 0.223 0.816  -0.328
9 O 1.387 0.267 1.218  -0.013
10 H 0.053 -2.049 -1.367  0.139
11 H 0.746 -0.149 -2.322  0.120
12 H -1.156 0.684 -1.065  0.136
13 H -1.323 2.090 0.645  0.099
14 H 0.456 2.513 0.732  0.102
15 H 1.887 0.074 0.365  0.115

As for the SMILES: [H]/N=C1/NN[C@@H]2C[C@@]12O. For the molar mass, the calculation gives 113.1 Da. As for the HOMO-LUMO gap: 9.33 eV. The energy above the lowest of the compared OMol25 structures with the same formula, charge and spin comes out at 597.89 kJ/mol.

Q: Among the records above, which one has the highest molar mass?
A: C29H33N3O5